Model P:
One molecule with the formula C25H28N2O5, computed with ωB97M-V with the def2-TZVPD basis set.

Values from the calculation:
structure (SMILES): CCOc1ccc2[nH]c(=O)c(CN(C[C@@H]3COCCO3)C(=O)c3ccc(C)cc3)cc2c1
total charge: 0

Last column: Löwdin charge in e.
Cartesian coordinates (Å):
C -1.5183 1.8669 -7.2612  -0.06
C -0.1758 1.1504 -7.1471  -0.25
O 0.3274 1.1419 -5.8254  -0.05
C -0.2079 0.3098 -4.8943  -0.26
C -1.1596 -0.6861 -5.1483  -0.01
C -1.6179 -1.4930 -4.1291  -0.01
C -1.1441 -1.3330 -2.8293  -0.19
N -1.5885 -2.1195 -1.7986  0.17
C -1.1845 -2.0316 -0.4880  -0.42
O -1.6618 -2.7758 0.3533  0.05
C -0.1805 -1.0026 -0.2220  -0.09
C 0.2791 -0.8468 1.2056  -0.08
N -0.1779 0.4112 1.7566  -0.02
C -1.6072 0.6085 1.8507  -0.07
C -2.2864 -0.4555 2.7184  -0.29
C -3.7089 -0.0244 3.0995  -0.15
O -4.3117 -0.9719 3.9527  -0.12
C -3.5304 -1.1624 5.1135  -0.18
C -2.1105 -1.5917 4.7390  -0.17
O -1.5107 -0.6359 3.8944  -0.09
C 0.6401 1.4317 2.1144  -0.42
O 0.2193 2.5361 2.4100  0.08
C 2.1054 1.1328 2.1505  -0.16
C 2.9798 1.8012 1.3041  -0.02
C 4.3421 1.5794 1.3942  -0.04
C 4.8604 0.7058 2.3415  -0.28
C 6.3380 0.4883 2.4606  -0.05
C 3.9800 0.0565 3.2004  -0.03
C 2.6169 0.2630 3.1086  -0.02
C 0.2763 -0.2068 -1.2133  0.06
C -0.1850 -0.3369 -2.5593  -0.14
C 0.2681 0.4712 -3.6007  0.06
H -2.2835 1.3602 -6.6781  0.07
H -1.4239 2.8845 -6.8906  0.08
H -1.8295 1.8975 -8.3016  0.08
H -0.2391 0.1306 -7.5464  0.12
H 0.5828 1.6934 -7.7174  0.12
H -1.5460 -0.8432 -6.1424  0.11
H -2.3519 -2.2574 -4.3388  0.12
H -2.2828 -2.8301 -1.9985  0.17
H -0.1167 -1.6776 1.7965  0.13
H 1.3695 -0.8721 1.2448  0.13
H -1.7434 1.5957 2.3001  0.13
H -2.0657 0.5997 0.8549  0.14
H -2.3497 -1.4161 2.1813  0.14
H -4.3439 0.0417 2.2151  0.14
H -3.6663 0.9557 3.5996  0.14
H -4.0310 -1.9340 5.6995  0.13
H -3.4872 -0.2260 5.6904  0.13
H -1.4778 -1.6614 5.6252  0.13
H -2.1483 -2.5669 4.2294  0.14
H 2.5873 2.4967 0.5767  0.12
H 5.0132 2.0979 0.7242  0.11
H 6.5572 -0.5403 2.7392  0.08
H 6.7471 1.1390 3.2341  0.09
H 6.8427 0.7173 1.5251  0.07
H 4.3696 -0.6179 3.9496  0.11
H 1.9391 -0.2414 3.7819  0.12
H 1.0104 0.5567 -0.9953  0.13
H 1.0027 1.2371 -3.4101  0.13

---

Model Q:
One molecule with the formula C25H28N2O5, computed with ωB97M-V with the def2-TZVPD basis set.

Values from the calculation:
structure (SMILES): COc1ccc(CN(C)C(=O)CNC(=O)Cc2cccc3ccccc23)c(OC)c1OC
total charge: 0

Last column: Löwdin charge in e.
Cartesian coordinates (Å):
C -2.8785 2.7958 -4.6545  -0.08
O -2.2330 1.8049 -3.8937  -0.11
C -1.4121 2.1951 -2.8660  -0.19
C -1.2376 3.5211 -2.4957  -0.02
C -0.4244 3.8603 -1.4325  -0.04
C 0.2483 2.8954 -0.7014  -0.13
C 1.1822 3.3328 0.4010  -0.09
N 1.1221 2.5083 1.5874  -0.10
C -0.1474 2.4902 2.2694  -0.02
C 2.1732 1.7034 1.8520  -0.45
O 3.2333 1.8025 1.2591  0.05
C 1.9808 0.6418 2.9244  -0.06
N 0.8344 -0.1873 2.6398  0.08
C -0.0045 -0.6076 3.6039  -0.52
O 0.1256 -0.3024 4.7732  0.05
C -1.1595 -1.4803 3.1181  -0.05
C -0.9774 -2.0859 1.7583  -0.19
C -1.8574 -1.7850 0.7497  -0.02
C -1.7340 -2.3522 -0.5252  -0.07
C -0.7040 -3.2043 -0.7980  -0.03
C 0.2373 -3.5326 0.1994  -0.17
C 1.3155 -4.4023 -0.0681  -0.04
C 2.2168 -4.7245 0.9062  -0.08
C 2.0725 -4.1943 2.1966  -0.07
C 1.0400 -3.3467 2.4881  -0.02
C 0.0970 -2.9826 1.5019  -0.12
C 0.0819 1.5564 -1.0604  -0.14
O 0.6723 0.5556 -0.3096  -0.11
C 1.7475 -0.1284 -0.9331  -0.04
C -0.7363 1.1945 -2.1455  -0.11
O -0.8110 -0.1481 -2.3737  -0.09
C -1.2114 -0.6512 -3.6286  -0.06
H -3.5744 3.3827 -4.0468  0.10
H -2.1609 3.4652 -5.1392  0.10
H -3.4373 2.2553 -5.4173  0.10
H -1.7456 4.3055 -3.0317  0.10
H -0.3059 4.9016 -1.1740  0.11
H 0.9596 4.3716 0.6680  0.13
H 2.2171 3.2808 0.0443  0.13
H -0.5494 3.5052 2.2722  0.10
H -0.8624 1.8382 1.7596  0.10
H -0.0359 2.1627 3.2995  0.09
H 2.8964 0.0380 2.9414  0.14
H 1.8446 1.0834 3.9171  0.13
H 0.6456 -0.3935 1.6694  0.12
H -2.0540 -0.8514 3.1276  0.13
H -1.3107 -2.2573 3.8724  0.13
H -2.6739 -1.1019 0.9388  0.12
H -2.4612 -2.1058 -1.2830  0.10
H -0.5931 -3.6464 -1.7779  0.11
H 1.4136 -4.8103 -1.0644  0.11
H 3.0407 -5.3896 0.6927  0.10
H 2.7859 -4.4613 2.9624  0.10
H 0.9470 -2.9484 3.4866  0.11
H 1.4785 -0.4736 -1.9320  0.09
H 1.9658 -0.9907 -0.3047  0.09
H 2.6310 0.5151 -0.9840  0.10
H -0.9494 -1.7091 -3.6048  0.09
H -2.2861 -0.5444 -3.7865  0.09
H -0.6779 -0.1638 -4.4481  0.10

---

Energetically preferred structure: model P | next structure: +0.0195 hartree

---

Model P:
CH8N2O as an isolated structure, computed with ωB97M-V with the def2-TZVPD basis set.

Values from the calculation:
total charge: 0

Last column: Löwdin charge in e.
Cartesian coordinates (Å):
N -1.1858 -2.0538 -0.6531  0.00
H -0.4458 -2.7559 -0.8861  0.05
H -1.0141 -1.3081 -1.3138  -0.01
H -0.0040 -1.5133 1.9696  0.02
H -2.1897 -2.2410 -0.8238  0.03
N 0.0164 1.8759 0.8559  0.12
C 0.7548 0.8647 0.3788  -0.67
O 0.7949 0.4660 -0.8065  -0.05
H -0.9482 1.7315 0.4894  0.05
H 0.4422 -2.1441 1.7571  0.06
H -0.2042 -0.1015 0.5591  0.27
H 1.6610 0.6614 1.0080  0.12

---

Model Q:
A 2-piece molecular cluster, CH8N2O overall, computed with ωB97M-V with the def2-TZVPD basis set.

Values from the calculation:
structure (SMILES): NCN.O
total charge: 0

Last column: Löwdin charge in e.
Cartesian coordinates (Å):
N 1.4404 1.5295 0.3650  -0.02
C 0.2753 0.6357 0.5258  -0.37
N -0.1413 -0.0150 -0.7038  -0.01
H 1.9978 1.2247 -0.4305  0.05
H 2.0617 1.4183 1.1620  0.06
H -0.5334 1.2468 0.9031  0.10
H 0.4919 -0.1584 1.2491  0.10
H 0.6640 -0.2380 -1.2806  0.07
H -0.7564 0.5894 -1.2326  0.08
O -2.1582 -2.1624 0.0164  -0.09
H -1.4796 -1.4969 0.2245  -0.01
H -1.8622 -2.5738 -0.7984  0.02

---

Energetically preferred structure: model Q | next structure: +0.2215 hartree

---

Model P:
C8H4CoINS8Sb as an isolated structure, computed with ωB97M-V with the def2-TZVPD basis set.

Values from the calculation:
total charge: -1
2S+1: 6

Last column: Löwdin charge in e.
Cartesian coordinates (Å):
Co -0.1797 0.1687 0.3834  -0.36
S 5.3609 -0.0806 5.1589  0.51
C 4.1411 -0.0382 4.0669  -1.52
S 2.4710 0.1549 4.4953  0.89
C 1.7870 0.1108 2.8806  -1.12
C 2.7045 -0.0376 1.8463  -1.13
S 2.3677 -0.0835 0.1977  0.63
S 4.3837 -0.1696 2.3552  0.88
S 0.1076 0.2701 2.7309  0.62
S -2.9113 2.7479 -2.5534  -0.19
Sb -2.4234 2.4258 -0.3004  0.18
S -2.3965 -0.0076 -0.0843  -0.17
S 0.0067 2.3360 -0.3316  -0.17
I -0.2445 -5.3718 2.7256  0.85
C -0.1098 -4.1997 0.9889  -0.70
C -0.0467 -4.7905 -0.2603  -0.14
C 0.0455 -3.9527 -1.3608  -0.05
C 0.0720 -2.5836 -1.1656  -0.13
N 0.0109 -2.0242 0.0408  -0.06
C -0.0841 -2.8213 1.1045  -0.21
H -0.0706 -5.8655 -0.3744  0.10
H 0.0926 -4.3621 -2.3605  0.11
H 0.1429 -1.9029 -2.0052  0.12
H -0.1373 -2.3393 2.0726  0.06

---

Model Q:
C8H4CoINS8Sb as an isolated structure, computed with ωB97M-V with the def2-TZVPD basis set.

Values from the calculation:
total charge: -1
2S+1: 6

Last column: Löwdin charge in e.
Cartesian coordinates (Å):
Co -0.8055 1.5269 -0.4478  -0.28
S 4.7568 1.1747 4.3887  0.51
C 3.5630 1.3668 3.2799  -1.54
S 1.9022 1.5775 3.6951  0.89
C 1.2010 1.5495 2.0962  -1.13
C 2.1340 1.3820 1.0483  -1.15
S 1.7834 1.3065 -0.5751  0.63
S 3.7982 1.2280 1.5801  0.88
S -0.4614 1.6874 1.9355  0.62
S -3.5387 3.9549 -3.5544  -0.22
Sb -3.0113 3.6956 -1.2787  0.15
S -3.0659 1.3360 -0.8980  -0.17
S -0.6273 3.7047 -1.2643  -0.18
I -0.7946 -4.1294 1.7953  0.88
C -0.7301 -2.9032 0.1215  -0.72
C -0.7090 -3.4417 -1.1528  -0.14
C -0.6634 -2.5723 -2.2299  -0.05
C -0.6423 -1.2109 -1.9869  -0.13
N -0.6568 -0.7012 -0.7595  -0.05
C -0.7064 -1.5242 0.2860  -0.20
H -0.7280 -4.5134 -1.3023  0.10
H -0.6500 -2.9408 -3.2466  0.11
H -0.6220 -0.4910 -2.7970  0.12
H -0.7260 -1.0623 1.2666  0.07

---

Energetically preferred structure: model Q | next structure: +0.0057 hartree

---

Model P:
A 2-piece molecular cluster, C2H4Cl2N2 overall, computed with ωB97M-V with the def2-TZVPD basis set.

Values from the calculation:
total charge: 0

Last column: Löwdin charge in e.
Cartesian coordinates (Å):
C -0.4235 0.0696 -0.7431  -0.25
C 0.1681 -1.2396 -0.8046  -0.61
N -1.2639 0.7916 -1.2324  0.14
N 0.6292 1.3641 0.9685  -0.51
Cl -0.3091 -2.1946 -2.1759  0.62
Cl -0.2827 2.7416 0.6720  0.51
H -0.0288 -1.7944 0.1390  0.11
H 1.1690 -1.0066 -1.0061  0.06
H -1.1432 1.7901 -0.9701  -0.02
H 0.1637 0.6277 1.5002  -0.05

---

Model Q:
One molecule with the formula C2H4Cl2N2, computed with ωB97M-V with the def2-TZVPD basis set.

Values from the calculation:
structure (SMILES): [H]/N=C(\N)C(Cl)Cl
total charge: 0

Last column: Löwdin charge in e.
Cartesian coordinates (Å):
H 1.2009 2.2639 1.8208  0.12
N 0.7173 2.0311 0.8462  0.14
C 0.5654 0.7966 0.7183  -0.71
N 0.6622 -0.3022 1.6595  -0.06
C -0.0967 0.3242 -0.4734  -0.87
Cl -1.6776 -0.6056 0.1788  0.51
Cl 0.9177 -0.6365 -1.6069  0.60
H 0.2244 -0.1788 2.7917  0.17
H -0.3432 -0.9802 1.5218  0.03
H -0.6315 1.1823 -0.8664  0.06

---

Energetically preferred structure: model Q | next structure: +0.0588 hartree

---

Model P:
One molecule with the formula CH2IOP, computed with ωB97M-V with the def2-TZVPD basis set.

Values from the calculation:
structure (SMILES): O=C(P)I
total charge: 0

Last column: Löwdin charge in e.
Cartesian coordinates (Å):
O -2.1772 -2.1721 0.0413  -0.08
C -2.1221 -0.9949 0.0916  -1.18
P -0.4364 -0.0823 0.6881  0.76
I -3.7318 0.3079 -0.0365  0.81
H 0.6581 0.0595 -0.1720  -0.15
H -0.9355 1.1234 0.1211  -0.16

---

Model Q:
A 2-piece molecular cluster, CH2IOP overall, computed with ωB97M-V with the def2-TZVPD basis set.

Values from the calculation:
total charge: 0

Last column: Löwdin charge in e.
Cartesian coordinates (Å):
C 0.1779 0.5807 0.4334  -0.51
O 4.7470 -1.4168 -0.3268  -0.70
P 5.3905 -0.3132 0.3999  0.66
I 2.2228 0.8229 -0.0996  0.66
H 0.0845 -0.5192 0.5392  -0.06
H 0.1688 1.0093 1.4722  -0.05

---

Energetically preferred structure: model P | next structure: +0.0835 hartree

---

Model P:
C7H8N2O as an isolated structure, computed with ωB97M-V with the def2-TZVPD basis set.

Values from the calculation:
total charge: 0
2S+1: 3

Last column: Löwdin charge in e.
Cartesian coordinates (Å):
C 1.3200 -0.4329 -0.0167  -0.06
C 1.0875 1.4966 -0.3034  -0.06
C 2.7162 -0.3178 -0.0762  -0.37
C 3.5389 -1.4169 0.0345  0.04
C -0.3700 1.5904 -0.0719  -0.06
C -0.8445 0.0738 -0.5229  -0.29
C -2.2860 -0.2440 -0.1682  -0.04
N 2.3141 1.8276 -0.2214  -0.05
N 3.2382 0.9812 -0.1327  0.08
O 0.1116 -0.8842 0.0482  0.02
H 4.5970 -1.5999 -0.4279  0.09
H 3.3010 -2.3790 0.4622  0.04
H -0.3883 1.7676 0.9710  0.11
H -0.8271 2.3890 -0.7173  0.14
H -0.8187 0.0810 -1.6340  0.15
H -2.7385 0.7740 -0.3044  0.09
H -2.3357 -0.4583 0.9280  0.11
H -2.7860 -0.8949 -0.8521  0.07

---

Model Q:
One molecule with the formula C7H8N2O, computed with ωB97M-V with the def2-TZVPD basis set.

Values from the calculation:
total charge: 0
2S+1: 3

Last column: Löwdin charge in e.
Cartesian coordinates (Å):
C -1.3978 -0.1257 1.6240  -0.27
C -0.9256 -0.1655 -1.2447  0.00
C -0.6186 -1.5130 -1.0602  -0.14
C -0.4449 0.8399 -0.3737  -0.36
C -0.3933 0.5484 0.9580  -0.16
C 0.8406 -1.4012 0.8345  -0.28
C 0.2286 2.0595 -0.8396  -0.05
N -2.2766 -0.5730 2.2170  0.18
N 0.3980 -1.8811 -0.2657  0.14
O 2.1165 -1.2932 1.1928  0.14
H -1.2628 0.1649 -2.1951  0.11
H -0.8588 -2.1645 -1.8405  0.09
H 0.3908 1.1972 1.4243  0.14
H 0.3714 -1.3598 1.7815  0.11
H 0.8982 2.2226 0.0550  0.09
H -0.4858 2.9170 -0.9527  0.10
H 0.7028 1.7662 -1.8273  0.10
H 2.7172 -1.2388 0.5127  0.08

---

Energetically preferred structure: model Q | next structure: +0.0540 hartree